[1]
Here is a molecular structure, C42H40CoN3OPS3 from the OMol25 dataset. Energies are from ωB97M-V/def2-TZVPD.

```
91
Properties=species:S:1:pos:R:3:lowdin_spin:R:1
Co -0.67577 1.14034 0.22462 2.60
C -4.24987 1.15021 -2.20695 0.01
C -2.90986 1.31493 -1.57052 0.03
N -2.50624 0.67092 -0.54473 0.04
N -3.23531 -0.26791 0.10029 0.00
C -2.48972 -0.71597 1.12603 0.01
O -1.29738 -0.37908 1.38382 0.04
C -3.14333 -1.69138 2.04139 0.00
C -2.61377 -1.88857 3.31127 0.00
C -3.20519 -2.79954 4.17591 0.00
C -4.32227 -3.51863 3.76935 0.00
C -4.85374 -3.31825 2.50127 0.00
C -4.26744 -2.40355 1.63901 0.00
C -1.89335 2.28907 -2.08543 0.01
C -2.18493 3.20172 -3.08628 0.00
C -1.18450 4.05139 -3.54037 0.01
C 0.08074 3.96356 -2.98940 0.00
C 0.28639 3.04843 -1.96916 0.01
N -0.67151 2.24132 -1.52512 0.04
H -4.80813 0.40499 -1.64681 0.00
H -4.16201 0.82273 -3.24702 0.00
H -4.81016 2.08925 -2.20286 0.00
H -1.75018 -1.31063 3.61464 0.00
H -2.79397 -2.94638 5.16663 0.00
H -4.77605 -4.23957 4.43781 0.00
H -5.72923 -3.87226 2.18633 0.00
H -4.66555 -2.23698 0.64734 0.00
H -3.18853 3.25279 -3.48606 0.00
H -1.39517 4.77631 -4.31628 0.00
H 0.89513 4.58531 -3.33239 0.00
H 1.24773 2.94481 -1.48189 0.00
C 6.22899 1.10503 2.01123 0.00
C 5.57985 -0.00011 2.55873 0.00
C 4.21350 -0.16188 2.39309 0.00
C 3.47034 0.78226 1.68366 0.01
C 4.12966 1.87394 1.13221 0.00
C 5.50080 2.04032 1.29519 0.00
P 1.65916 0.62198 1.39475 0.03
C 1.59016 -1.20624 1.14858 0.00
C 2.33208 -1.66661 0.05854 0.00
C 2.42381 -3.02224 -0.21154 0.00
C 1.76258 -3.94087 0.59835 0.00
C 1.03120 -3.49018 1.68710 0.00
C 0.95315 -2.12961 1.96497 0.00
C 0.96090 1.21216 3.00617 0.00
C 1.56461 0.97380 4.21116 0.00
C 1.22226 1.69828 5.37271 0.00
C 0.29768 2.69665 5.30187 0.00
C -0.36795 2.97718 4.08297 0.00
C -1.34767 4.00568 4.02131 0.01
C -2.01025 4.25911 2.85930 0.00
C -1.72094 3.48483 1.70491 0.03
C -0.77597 2.49218 1.69430 0.06
C -0.07156 2.22315 2.91797 0.02
H 7.29700 1.22756 2.13986 0.00
H 6.14252 -0.74380 3.10898 0.00
H 3.72768 -1.04050 2.80378 0.00
H 3.56601 2.60855 0.56733 0.00
H 5.99542 2.89921 0.85897 0.00
H 2.85555 -0.95483 -0.57194 0.00
H 3.00503 -3.36860 -1.05694 0.00
H 1.82166 -4.99928 0.37638 0.00
H 0.52173 -4.19500 2.33274 0.00
H 0.38095 -1.78994 2.81789 0.00
H 2.34050 0.22303 4.29670 0.00
H 1.72640 1.47589 6.30471 0.00
H 0.06474 3.29662 6.17489 0.00
H -1.55474 4.58002 4.91771 0.00
H -2.76533 5.03620 2.81953 0.00
H -2.28978 3.69289 0.79934 0.00
C 2.30587 -2.05096 -4.81893 0.00
C 2.74767 -0.83961 -3.99827 0.00
S 1.50087 0.07256 -3.06046 0.00
C 0.16194 0.28446 -4.25475 0.00
C -1.12129 -0.55941 -3.98634 0.00
S -1.03885 -1.74589 -2.61724 0.00
C -1.18181 -3.30507 -3.49722 0.00
C -0.09341 -3.57070 -4.53863 0.00
S 1.61908 -3.48628 -3.93962 0.00
H 3.19031 -2.41672 -5.34304 0.00
H 1.58504 -1.76193 -5.58352 0.00
H 3.24256 -0.14758 -4.68391 0.00
H 3.47952 -1.13411 -3.24319 0.00
H 0.56787 0.07323 -5.24315 0.00
H -0.09897 1.34217 -4.23577 0.00
H -1.40681 -1.11071 -4.88195 0.00
H -1.93902 0.11852 -3.75263 0.00
H -2.15999 -3.38266 -3.97676 0.00
H -1.13566 -4.05446 -2.70527 0.00
H -0.17869 -2.88239 -5.37985 0.00
H -0.23482 -4.57873 -4.93135 0.00
```

Output
HOMO-LUMO gap (alpha / beta) ... 6.91 / 7.07 eV
Energy above the lowest of the compared OMol25 structures with the same formula, charge and spin ... 85.4 kJ/mol
Expectation value of S² ... 3.7669
Spin multiplicity ... 4



[2]
Here is 11 unconnected molecules or ions with the total composition C39H68BF2N6O16S2 from the OMol25 dataset. Energies are from ωB97M-V/def2-TZVPD.

```
134
Properties=species:S:1:pos:R:3:mulliken_charge:R:1
C -7.99825 -1.44649 4.00546 -1.21
C -7.34326 -0.11788 3.63520 -0.90
C -5.80239 -0.17505 3.42010 0.14
C -5.45750 -0.87937 2.12724 -1.04
N -3.96858 -1.01408 1.93756 0.73
C -3.64776 -1.82626 0.71174 -0.69
C -2.26459 -2.42197 0.93329 0.36
C -2.07918 -2.50144 2.46878 -0.74
C -3.40192 -1.95252 2.99938 -0.48
C -3.20224 0.28343 1.91373 0.75
C -3.72307 1.27727 0.88633 0.01
C -2.81319 2.52278 0.97378 -1.28
H -8.00970 -2.11259 3.13861 0.29
H -9.04037 -1.25975 4.26104 0.41
H -7.45042 -1.94848 4.80043 0.31
H -7.47141 0.58234 4.46791 0.44
H -7.81229 0.40965 2.80268 0.42
H -5.34654 -0.63043 4.29619 0.33
H -5.54874 0.88552 3.39430 -0.03
H -5.82724 -0.38863 1.22631 0.53
H -5.87542 -1.88535 2.08495 0.51
H -3.67263 -1.22778 -0.18925 -0.32
H -4.41692 -2.59173 0.60889 0.66
H -1.51420 -1.73965 0.54180 -0.66
H -2.15247 -3.41319 0.50275 0.78
H -1.25172 -1.87508 2.78825 0.03
H -2.00944 -3.52591 2.82671 0.48
H -3.33985 -1.39104 3.93218 0.02
H -4.19955 -2.67859 3.15790 0.54
H -2.15323 0.05348 1.74301 0.30
H -3.34242 0.69440 2.91438 -0.76
H -4.76928 1.54801 1.02260 0.45
H -3.61399 0.89281 -0.12796 -0.12
H -1.78245 2.18545 0.83962 0.07
H -2.86237 2.93323 1.98598 0.29
H -3.02335 3.30989 0.25635 0.48
O 3.25681 -0.67646 1.77976 -0.76
C 2.43359 -0.53328 0.91790 0.07
O 2.59856 -0.54714 -0.40974 -0.72
B 1.25365 -0.34823 -1.03758 0.71
O 0.30333 -0.27471 0.07277 0.21
C 0.92430 -0.37509 1.21149 0.31
O 0.46609 -0.22640 2.30985 -0.53
O 0.98909 -1.38239 -2.03188 0.60
C 0.57917 -0.87405 -3.17123 0.12
O 0.31617 -1.50096 -4.15630 -0.80
C 0.68460 0.67487 -3.03344 0.27
O 1.17247 0.90367 -1.81484 -0.15
O 0.33733 1.47816 -3.83556 -0.61
N -4.56701 -2.07401 -2.80698 -0.38
S -5.48405 -0.82733 -2.56348 0.84
O -5.59551 0.14541 -3.60832 -0.57
O -5.50010 -0.31738 -1.21202 -0.47
F -6.86512 -1.64905 -2.67133 -0.34
S -3.18660 -1.23651 -3.25663 1.13
O -2.62251 -0.26238 -2.35154 -0.34
O -3.15379 -1.04549 -4.66414 -0.52
F -2.19969 -2.47798 -3.08317 -0.23
N 5.27490 0.50342 0.02430 0.26
C 6.14700 -0.54904 0.18969 -0.65
C 7.27205 -0.30457 -0.55116 -0.46
C 7.10744 0.97461 -1.15854 -0.94
C 5.84611 1.38515 -0.83621 -0.30
H 4.33761 0.48480 0.36125 0.13
H 5.92301 -1.39516 0.81612 0.46
H 8.09561 -0.99386 -0.63953 0.38
H 7.82357 1.36437 -1.86431 0.38
H 5.35828 2.29500 -1.15631 0.53
N -2.66203 2.60547 4.86833 0.08
C -1.46841 2.10359 4.41689 -1.10
C -1.36252 0.79774 4.80304 0.11
C -2.48571 0.51692 5.63593 -0.94
C -3.29350 1.62263 5.60007 -0.76
H -3.02240 3.52311 4.69590 0.24
H -0.79179 2.76466 3.89629 0.82
H -0.55337 0.11874 4.59337 0.60
H -2.76188 -0.43557 6.05845 0.55
H -4.28274 1.83520 5.97586 0.49
N 2.87274 3.74617 -2.68947 0.45
C 2.48004 5.06709 -2.64748 -0.46
C 3.34049 5.82627 -3.38587 -0.78
C 4.33696 4.95067 -3.87325 -0.65
C 4.03691 3.69688 -3.41978 -0.45
H 2.41846 2.97899 -2.22630 0.13
H 1.65332 5.32695 -2.00609 0.47
H 3.36553 6.90287 -3.42130 0.38
H 5.19116 5.13932 -4.50345 0.42
H 4.62516 2.79902 -3.52336 0.48
N 3.21057 -0.42203 4.76520 0.30
C 2.67060 0.76103 5.14035 -0.26
C 2.77206 0.88384 6.50794 -0.83
C 3.43702 -0.28337 6.96892 -0.46
C 3.71278 -1.06510 5.86705 -0.54
H 3.13576 -0.75363 3.81444 0.33
H 2.20511 1.36501 4.37772 0.36
H 2.42300 1.65285 7.17624 0.40
H 3.63499 -0.56724 7.98869 0.39
H 4.18910 -2.02071 5.72172 0.41
C 4.01459 -1.27272 -3.82746 0.02
C 5.35771 -0.80636 -4.40920 -0.59
O 6.43575 -1.10872 -3.54254 -0.53
H 4.06631 -1.15606 -2.74555 -0.12
H 3.90209 -2.33316 -4.05922 0.27
H 3.15913 -0.76519 -4.27225 0.11
H 5.38670 0.25701 -4.67944 0.21
H 5.56063 -1.28649 -5.37045 0.36
H 6.53694 -0.39144 -2.90199 0.23
C 1.60695 -4.40286 -1.67374 -0.41
C 0.74955 -4.79786 -2.86248 0.03
O -0.01363 -5.97853 -2.52679 -0.56
H 2.21758 -5.26597 -1.38310 0.50
H 1.01926 -4.09320 -0.80840 0.05
H 2.31458 -3.59779 -1.87618 -0.09
H 1.41063 -5.01003 -3.70637 0.24
H 0.00668 -4.04815 -3.11625 -0.06
H 0.64640 -6.65276 -2.33208 0.32
C 0.65388 -1.54802 -8.47420 -0.96
C 0.02124 -0.45864 -7.62185 -0.22
O -0.92930 -0.97707 -6.71616 -0.38
H 1.16297 -1.13441 -9.34765 0.36
H -0.15241 -2.15802 -8.89346 0.24
H 1.28654 -2.16173 -7.83660 0.22
H -0.45893 0.33080 -8.20367 0.32
H 0.83634 0.02673 -7.06593 0.15
H -0.47240 -1.16426 -5.88023 0.39
C 2.21246 3.32473 0.57777 -0.51
C 2.25703 3.30220 2.09511 0.44
O 1.45138 4.38672 2.60068 -0.57
H 2.90351 2.64677 0.06911 -0.20
H 2.34412 4.33949 0.20550 0.32
H 1.24677 2.97143 0.20033 0.16
H 3.27348 3.43299 2.46506 0.53
H 1.82092 2.36188 2.43959 -0.48
H 1.99870 4.83834 3.24693 0.33
```

Output
HOMO-LUMO gap ... 8.01 eV
Total charge ... -1
Spin multiplicity ... 1



[3]
Here is a molecular structure, C5H6O2 from the OMol25 dataset. Energies are from ωB97M-V/def2-TZVPD.

```
13
Properties=species:S:1:pos:R:3:nbo_charge:R:1
C 0.66844 0.92088 1.26469 -0.02
O 0.37746 -1.23659 1.19961 -0.56
C 0.11532 -1.40214 -0.12719 0.07
C -1.08753 -0.71310 -0.69848 0.07
O -1.43650 0.30724 0.24042 -0.49
C -0.15142 0.91316 0.04920 -0.01
C 0.24503 -0.09891 -0.99074 -0.32
H 1.72779 1.19947 1.12931 0.20
H 0.23315 1.47628 2.11953 0.21
H 0.50699 -2.28435 -0.67321 0.20
H -1.85111 -1.09748 -1.36400 0.20
H -0.23042 1.95531 -0.29176 0.23
H 0.88279 0.06024 -1.85738 0.23
```

Output
HOMO-LUMO gap (alpha / beta) ... 8.12 / 8.11 eV
Energy above the lowest of the compared OMol25 structures with the same formula, charge and spin ... 540.1 kJ/mol
Spin multiplicity ... 1



[4]
Here is 7 unconnected molecules or ions with the total composition C7H14Cl14 from the OMol25 dataset. Energies are from ωB97M-V/def2-TZVPD.

```
35
Properties=species:S:1:pos:R:3:lowdin_spin:R:1
C -24.49323 -8.18251 -20.19458 0.00
Cl -25.53220 -7.86075 -18.82707 0.01
Cl -22.76922 -8.43487 -19.72902 0.00
H -24.82225 -8.93310 -20.91324 0.00
H -24.41514 -7.26215 -20.77332 0.00
C -25.94943 -5.56926 -24.36153 0.09
Cl -25.66199 -4.46392 -25.64635 0.09
Cl -24.92689 -5.39992 -22.89844 0.11
H -26.99817 -5.81394 -24.19312 0.06
H -25.40446 -6.40543 -24.79963 0.01
C -24.02233 -10.59042 -24.01065 0.01
Cl -24.54467 -8.88662 -24.30185 0.03
Cl -25.37378 -11.31812 -23.10278 0.01
H -23.89239 -11.09582 -24.96761 0.00
H -23.14423 -10.59840 -23.36491 0.00
C -28.12481 -7.99066 -21.58957 0.04
Cl -28.21119 -6.82447 -20.31584 0.09
Cl -27.49948 -9.62597 -21.04421 0.05
H -29.16295 -8.13886 -21.88691 0.02
H -27.49256 -7.69863 -22.42807 0.02
C -28.38135 -9.94550 -25.46214 0.03
Cl -28.38141 -8.21449 -25.25211 0.16
Cl -27.19118 -10.48511 -26.57825 0.02
H -28.22917 -10.35646 -24.46412 0.00
H -29.33199 -10.07968 -25.97827 0.00
C -23.66275 -1.83363 -28.00051 0.00
Cl -24.91290 -1.14559 -29.07286 0.00
Cl -22.46497 -2.69232 -29.01373 0.00
H -23.13270 -0.95130 -27.64183 0.00
H -24.14873 -2.40688 -27.21102 0.00
C -27.07617 -1.52151 -26.27083 0.02
Cl -27.01055 0.25428 -26.43724 0.01
Cl -28.68169 -2.22240 -26.17244 0.08
H -26.57081 -2.09892 -27.04498 0.00
H -26.68139 -1.74653 -25.28007 0.01
```

Output
HOMO-LUMO gap (alpha / beta) ... 2.05 / 9.95 eV
Total charge ... -1
Energy above the lowest of the compared OMol25 structures with the same formula, charge and spin ... 78.0 kJ/mol
Expectation value of S² ... 0.7508
Spin multiplicity ... 2



Going through the records in order, we get molar mass values of 788.91 989.94 98.10 594.53 g mol⁻¹.